(1)
{"formula": "C41H40BaN4O2P", "method": "wB97M-V/def2-TZVPD", "gap_ev": 6.42, "e_above_lowest_ev": 0.007, "e_lumo_ev": 2.4, "charge": -1, "symbols": ["Ba", "C", "C", "C", "N", "C", "C", "C", "C", "C", "C", "C", "N", "C", "C", "C", "N", "C", "C", "C", "C", "C", "C", "C", "N", "C", "C", "H", "H", "H", "H", "H", "H", "H", "H", "H", "H", "H", "H", "H", "H", "H", "H", "H", "H", "H", "H", "H", "H", "H", "H", "H", "H", "O", "C", "O", "C", "C", "C", "C", "C", "C", "P", "C", "C", "C", "C", "C", "C", "C", "C", "C", "C", "C", "C", "H", "H", "H", "H", "H", "H", "H", "H", "H", "H", "H", "H", "H", "H"], "coordinates": [[-0.05, 1.27, -0.05], [-2.30, -1.98, -0.70], [-0.88, -2.34, -0.28], [0.15, -2.24, -1.40], [0.28, -0.88, -1.90], [-0.05, -0.61, -3.13], [-0.78, -1.48, -4.00], [-0.84, -1.57, -5.37], [-0.15, -0.85, -6.34], [0.65, 0.26, -6.07], [0.80, 0.98, -4.91], [0.22, 0.79, -3.60], [0.02, 1.74, -2.74], [0.03, 3.13, -3.16], [-1.31, 3.81, -2.90], [-1.67, 4.07, -1.43], [-2.11, 2.90, -0.68], [-3.36, 2.53, -0.72], [-4.33, 3.16, -1.57], [-5.70, 3.10, -1.64], [-6.62, 2.38, -0.87], [-6.27, 1.47, 0.11], [-5.03, 1.01, 0.52], [-3.69, 1.34, 0.15], [-2.65, 0.67, 0.58], [-2.84, -0.54, 1.35], [-3.24, -1.75, 0.49], [-2.71, -2.78, -1.32], [-2.30, -1.08, -1.32], [-0.86, -3.34, 0.15], [-0.55, -1.67, 0.52], [-0.08, -2.97, -2.19], [1.12, -2.54, -0.98], [-1.39, -2.21, -3.47], [-1.48, -2.36, -5.75], [-0.23, -1.17, -7.37], [1.20, 0.67, -6.92], [1.44, 1.85, -4.98], [0.25, 3.25, -4.23], [0.82, 3.68, -2.62], [-2.10, 3.21, -3.37], [-1.29, 4.78, -3.41], [-2.42, 4.87, -1.38], [-0.78, 4.46, -0.93], [-3.90, 3.83, -2.30], [-6.14, 3.73, -2.40], [-7.67, 2.53, -1.07], [-7.10, 1.00, 0.62], [-5.10, 0.24, 1.28], [-3.56, -0.42, 2.17], [-1.88, -0.76, 1.85], [-4.25, -1.59, 0.12], [-3.26, -2.64, 1.13], [3.18, 3.43, 2.64], [2.49, 2.42, 2.60], [1.72, 2.06, 1.65], [2.50, 1.49, 3.81], [2.83, 2.05, 5.04], [2.83, 1.30, 6.20], [2.52, -0.05, 6.13], [2.21, -0.63, 4.91], [2.19, 0.13, 3.74], [1.77, -0.64, 2.12], [3.34, -0.44, 1.19], [3.29, -0.54, -0.20], [4.44, -0.40, -0.96], [5.66, -0.16, -0.34], [5.71, -0.05, 1.04], [4.56, -0.20, 1.80], [1.83, -2.43, 2.55], [0.62, -3.03, 2.90], [0.57, -4.37, 3.24], [1.73, -5.14, 3.22], [2.93, -4.55, 2.86], [2.98, -3.21, 2.53], [3.09, 3.10, 5.05], [3.08, 1.76, 7.15], [2.52, -0.66, 7.03], [2.00, -1.69, 4.87], [2.34, -0.70, -0.71], [4.38, -0.46, -2.04], [6.55, -0.03, -0.93], [6.66, 0.15, 1.53], [4.61, -0.10, 2.88], [-0.29, -2.44, 2.90], [-0.38, -4.83, 3.52], [1.69, -6.19, 3.48], [3.84, -5.15, 2.84], [3.93, -2.76, 2.25]], "mulliken_charge": [1.84, -0.57, 1.75, -2.03, -0.32, 1.01, -0.55, -0.58, -0.52, -0.07, -1.08, -0.28, 0.28, -1.07, -0.45, -1.53, -0.09, 0.81, -0.41, -0.68, -0.62, -0.50, -0.71, 0.60, 0.02, -0.85, -0.88, 0.51, 0.09, 0.55, -1.29, 0.58, 0.45, 0.20, 0.33, 0.31, 0.32, 0.45, 0.50, 0.26, 0.34, 0.36, 0.55, 0.41, 0.19, 0.29, 0.30, 0.29, 0.12, 0.41, 0.00, 0.47, 0.51, -0.75, -0.24, -0.58, 0.50, -0.71, -0.56, -0.69, -0.63, 0.15, 1.13, 0.69, -0.49, -0.61, -0.65, -0.64, -0.41, 0.06, -0.11, -0.70, -0.54, -0.65, -0.21, 0.50, 0.38, 0.42, 0.33, 0.35, 0.50, 0.36, 0.41, 0.41, 0.34, 0.43, 0.36, 0.40, 0.41]}


(2)
{"formula": "C41H40Cr2N8O3", "method": "wB97M-V/def2-TZVPD", "gap_ev": [5.96, 2.26], "s_squared": 24.80, "e_lumo_ev": [-9.1, -13.1], "charge": 3, "multiplicity": 10, "symbols": ["Cr", "Cr", "C", "O", "O", "O", "N", "C", "C", "C", "C", "C", "H", "H", "H", "H", "H", "N", "C", "C", "C", "C", "C", "H", "H", "H", "H", "H", "N", "C", "C", "C", "C", "C", "H", "H", "H", "H", "H", "N", "C", "C", "C", "C", "C", "H", "H", "H", "H", "H", "N", "C", "C", "C", "C", "C", "H", "H", "H", "H", "H", "N", "C", "C", "C", "C", "C", "H", "H", "H", "H", "H", "N", "C", "C", "C", "C", "C", "H", "H", "H", "H", "H", "N", "C", "C", "C", "C", "C", "H", "H", "H", "H", "H"], "coordinates": [[-2.82, 0.19, 0.35], [0.07, -0.09, -3.09], [-0.34, -0.28, -0.51], [0.78, -0.22, -1.03], [-1.28, -0.25, -1.28], [-0.69, -0.02, 0.62], [1.59, -3.45, 1.26], [2.08, -2.21, 1.58], [2.97, -1.89, 2.57], [3.50, -2.97, 3.33], [2.91, -4.23, 3.08], [2.08, -4.45, 2.04], [1.62, -1.48, 0.93], [3.32, -0.88, 2.64], [4.21, -2.81, 4.13], [3.33, -5.00, 3.72], [1.71, -5.44, 1.81], [-3.27, 0.60, 2.46], [-2.33, 0.10, 3.31], [-2.39, 0.08, 4.72], [-3.40, 0.78, 5.27], [-4.42, 1.43, 4.47], [-4.30, 1.24, 3.09], [-1.54, -0.52, 2.91], [-1.58, -0.33, 5.31], [-3.41, 0.76, 6.35], [-5.23, 1.96, 4.95], [-5.00, 1.69, 2.40], [-2.05, 2.55, 0.05], [-2.32, 3.19, -1.05], [-1.97, 4.54, -1.29], [-1.33, 5.21, -0.24], [-1.03, 4.55, 0.98], [-1.41, 3.25, 1.03], [-2.87, 2.80, -1.88], [-2.21, 5.02, -2.23], [-1.02, 6.24, -0.35], [-0.48, 5.05, 1.77], [-1.26, 2.65, 1.92], [0.36, -2.54, -2.80], [0.84, -3.33, -1.76], [0.47, -4.63, -1.61], [-0.38, -5.24, -2.45], [-0.81, -4.53, -3.61], [-0.33, -3.16, -3.78], [1.29, -2.74, -0.97], [0.66, -5.16, -0.69], [-0.62, -6.27, -2.22], [-1.42, -4.94, -4.40], [-0.57, -2.67, -4.72], [2.34, 3.17, 1.47], [1.85, 1.96, 1.76], [1.22, 1.67, 3.01], [1.22, 2.64, 3.95], [1.61, 3.92, 3.66], [2.16, 4.21, 2.40], [2.02, 1.19, 1.03], [0.97, 0.63, 3.17], [0.61, 2.46, 4.82], [1.34, 4.74, 4.31], [2.27, 5.22, 2.03], [-3.11, -2.02, 0.86], [-4.43, -2.42, 1.12], [-4.69, -3.69, 1.60], [-3.73, -4.58, 2.00], [-2.35, -4.16, 1.83], [-2.11, -2.85, 1.27], [-5.29, -1.86, 0.79], [-5.67, -4.14, 1.68], [-4.05, -5.51, 2.43], [-1.51, -4.81, 2.01], [-1.07, -2.62, 1.07], [0.58, 2.16, -3.13], [1.33, 2.75, -2.17], [1.72, 4.12, -2.03], [1.47, 4.94, -3.10], [0.84, 4.40, -4.24], [0.45, 3.05, -4.19], [1.46, 1.99, -1.41], [2.18, 4.45, -1.11], [1.73, 5.99, -3.07], [0.59, 5.07, -5.05], [0.14, 2.52, -5.09], [1.95, -0.31, -4.06], [2.26, -0.34, -5.42], [3.52, -0.56, -5.92], [4.58, -0.74, -4.97], [4.31, -0.73, -3.63], [3.02, -0.55, -3.22], [1.40, -0.16, -6.05], [3.71, -0.77, -6.96], [5.54, -0.94, -5.41], [5.05, -1.04, -2.90], [2.89, -0.54, -2.15]], "lowdin_spin": [3.87, 3.86, 0.02, 0.06, 0.01, 0.06, 0.00, 0.00, 0.00, 0.00, 0.00, 0.00, 0.00, 0.00, 0.00, 0.00, 0.00, 0.00, 0.01, 0.00, 0.01, 0.00, 0.01, 0.00, 0.00, 0.00, 0.00, 0.00, 0.00, 0.01, 0.01, 0.01, 0.00, 0.00, 0.00, 0.00, 0.00, 0.00, 0.00, 0.00, 0.00, 0.00, 0.00, 0.00, 0.01, 0.00, 0.00, 0.00, 0.00, 0.00, 0.00, 0.00, 0.00, 0.00, 0.00, 0.00, 0.00, 0.00, 0.00, 0.00, 0.00, -0.01, 0.01, 0.00, 0.01, 0.00, 0.00, 0.00, 0.00, 0.00, 0.00, 0.00, 0.02, 0.23, 0.25, 0.00, 0.21, 0.28, 0.01, 0.01, 0.00, 0.01, 0.01, -0.01, 0.01, 0.00, 0.01, 0.00, 0.01, 0.00, 0.00, 0.00, 0.00, 0.00]}


(3)
{"formula": "C41H40CrN8O3", "method": "wB97M-V/def2-TZVPD", "gap_ev": [3.82, 6.91], "s_squared": 8.78, "e_lumo_ev": [2.3, 2.1], "charge": -1, "multiplicity": 6, "symbols": ["Cr", "C", "O", "O", "O", "N", "C", "C", "C", "C", "C", "H", "H", "H", "H", "H", "N", "C", "C", "C", "C", "C", "H", "H", "H", "H", "H", "N", "C", "C", "C", "C", "C", "H", "H", "H", "H", "H", "N", "C", "C", "C", "C", "C", "H", "H", "H", "H", "H", "N", "C", "C", "C", "C", "C", "H", "H", "H", "H", "H", "N", "C", "C", "C", "C", "C", "H", "H", "H", "H", "H", "N", "C", "C", "C", "C", "C", "H", "H", "H", "H", "H", "N", "C", "C", "C", "C", "C", "H", "H", "H", "H", "H"], "coordinates": [[8.13, -15.36, -25.21], [8.95, -13.31, -24.68], [9.48, -13.78, -25.66], [9.05, -14.07, -23.70], [7.77, -13.31, -24.95], [9.58, -17.05, -25.43], [9.51, -18.26, -24.79], [10.28, -19.36, -25.10], [11.25, -19.18, -26.08], [11.40, -17.91, -26.64], [10.54, -16.87, -26.37], [8.86, -18.30, -23.94], [10.20, -20.31, -24.59], [11.95, -19.91, -26.47], [12.18, -17.67, -27.34], [10.72, -15.88, -26.78], [4.42, -13.00, -21.34], [5.69, -13.35, -21.83], [6.56, -14.24, -21.05], [6.07, -14.83, -19.88], [4.77, -14.61, -19.50], [4.00, -13.61, -20.15], [6.03, -12.81, -22.70], [7.55, -14.40, -21.46], [6.71, -15.58, -19.44], [4.31, -15.11, -18.66], [3.05, -13.30, -19.74], [7.27, -7.47, -23.85], [6.81, -7.64, -25.10], [6.57, -8.96, -25.64], [6.81, -10.04, -24.79], [7.20, -9.84, -23.49], [7.38, -8.52, -23.07], [6.57, -6.73, -25.62], [6.25, -9.10, -26.67], [6.76, -11.04, -25.21], [7.34, -10.69, -22.84], [7.75, -8.43, -22.06], [11.68, -12.16, -29.16], [11.63, -12.76, -27.97], [12.45, -13.84, -27.64], [13.32, -14.40, -28.54], [13.32, -13.81, -29.85], [12.52, -12.67, -30.14], [10.90, -12.37, -27.28], [12.42, -14.20, -26.62], [13.87, -15.33, -28.44], [13.92, -14.40, -30.53], [12.49, -12.18, -31.10], [7.29, -15.83, -27.20], [6.88, -14.73, -27.89], [6.11, -14.74, -29.05], [5.69, -15.95, -29.51], [6.15, -17.10, -28.92], [6.91, -16.99, -27.80], [7.24, -13.79, -27.50], [5.87, -13.81, -29.54], [5.06, -16.00, -30.38], [5.73, -18.06, -29.17], [7.17, -17.87, -27.22], [13.95, -13.83, -22.65], [14.21, -15.05, -22.12], [13.48, -16.19, -22.52], [12.43, -16.01, -23.39], [12.20, -14.77, -23.98], [12.97, -13.68, -23.57], [15.03, -15.13, -21.41], [13.75, -17.18, -22.17], [11.88, -16.86, -23.75], [11.45, -14.69, -24.75], [12.78, -12.69, -23.95], [3.23, -13.95, -26.62], [1.88, -13.52, -26.74], [1.36, -12.55, -25.88], [2.19, -11.92, -24.96], [3.55, -12.24, -24.92], [3.98, -13.35, -25.69], [1.27, -14.02, -27.47], [0.32, -12.25, -25.91], [1.74, -11.21, -24.29], [4.22, -11.74, -24.23], [5.02, -13.62, -25.64], [10.18, -9.97, -21.26], [10.21, -9.86, -19.88], [10.52, -10.97, -19.08], [10.80, -12.19, -19.66], [10.64, -12.37, -21.06], [10.40, -11.19, -21.82], [9.99, -8.92, -19.39], [10.56, -10.94, -18.00], [11.10, -13.03, -19.05], [10.74, -13.33, -21.53], [10.29, -11.19, -22.89]], "lowdin_spin": [3.84, 0.02, 0.03, 0.02, 0.02, 0.26, 0.13, 0.07, 0.27, 0.06, 0.16, 0.01, 0.00, 0.02, 0.00, 0.01, 0.00, 0.00, 0.00, 0.00, 0.00, 0.00, 0.00, 0.00, 0.00, 0.00, 0.00, 0.00, 0.00, 0.00, 0.00, 0.00, 0.00, 0.00, 0.00, 0.00, 0.00, 0.00, 0.00, 0.00, 0.00, 0.00, 0.00, 0.00, 0.00, 0.00, 0.00, 0.00, 0.00, 0.02, 0.01, 0.00, 0.01, 0.00, 0.01, 0.00, 0.00, 0.00, 0.00, 0.00, 0.00, 0.00, 0.00, 0.00, 0.00, 0.00, 0.00, 0.00, 0.00, 0.00, 0.00, 0.00, 0.00, 0.00, 0.00, 0.00, 0.00, 0.00, 0.00, 0.00, 0.00, 0.00, 0.00, 0.00, 0.00, 0.00, 0.00, 0.00, 0.00, 0.00, 0.00, 0.00, 0.00]}


(4)
{"formula": "C41H41AsBKN11P2Se2", "method": "wB97M-V/def2-TZVPD", "gap_ev": [7.08, 4.09], "s_squared": 0.75, "e_above_lowest_ev": 0.305, "e_lumo_ev": [-0.6, -3.6], "charge": 0, "multiplicity": 2, "symbols": ["K", "C", "C", "N", "N", "C", "B", "N", "C", "C", "C", "N", "N", "C", "C", "C", "N", "N", "C", "C", "C", "N", "H", "H", "H", "H", "H", "H", "H", "H", "H", "H", "H", "H", "Se", "P", "C", "C", "C", "C", "C", "C", "C", "C", "C", "C", "C", "C", "C", "C", "N", "N", "N", "P", "Se", "C", "C", "C", "C", "C", "C", "C", "C", "C", "C", "C", "C", "H", "H", "H", "H", "H", "H", "H", "H", "H", "H", "H", "H", "H", "H", "H", "H", "H", "H", "H", "H", "C", "As", "C", "C", "H", "H", "H", "H", "H", "H", "H", "H", "H"], "coordinates": [[-0.17, -1.01, -1.49], [-3.45, -2.84, -4.43], [-3.11, -2.16, -3.25], [-1.86, -2.41, -2.88], [-1.38, -3.29, -3.80], [-2.32, -3.55, -4.74], [0.07, -3.82, -3.57], [0.20, -4.28, -2.10], [-0.06, -5.52, -1.62], [0.06, -5.49, -0.26], [0.41, -4.15, 0.03], [0.48, -3.43, -1.08], [1.12, -2.69, -3.92], [1.60, -2.44, -5.16], [2.45, -1.36, -5.09], [2.43, -1.01, -3.72], [1.62, -1.81, -3.03], [0.44, -5.03, -4.47], [1.65, -5.63, -4.40], [1.67, -6.65, -5.31], [0.40, -6.59, -5.92], [-0.34, -5.61, -5.41], [-4.39, -2.83, -4.97], [-3.71, -1.48, -2.66], [-2.11, -4.25, -5.54], [-0.31, -6.33, -2.29], [-0.07, -6.31, 0.43], [0.63, -3.68, 0.98], [1.32, -3.06, -6.00], [3.01, -0.91, -5.89], [2.97, -0.24, -3.20], [2.39, -5.29, -3.69], [2.48, -7.34, -5.52], [-0.01, -7.21, -6.70], [2.05, 4.17, 2.63], [1.79, 2.20, 3.56], [3.40, 1.85, 4.27], [3.61, 1.94, 5.64], [4.87, 1.69, 6.16], [5.92, 1.37, 5.30], [5.71, 1.31, 3.93], [4.46, 1.55, 3.40], [0.58, 2.23, 4.87], [-0.20, 3.35, 5.15], [-1.16, 3.29, 6.16], [-1.33, 2.11, 6.88], [-0.56, 0.99, 6.59], [0.39, 1.04, 5.58], [1.38, 1.00, 2.36], [0.29, 0.84, 1.50], [0.53, -0.28, 0.81], [1.69, -0.80, 1.22], [2.23, -0.04, 2.16], [-1.27, 1.70, 1.21], [-2.23, 1.19, -0.60], [-0.87, 3.48, 1.27], [-1.42, 4.36, 2.21], [-1.22, 5.73, 2.09], [-0.45, 6.24, 1.05], [0.12, 5.37, 0.13], [-0.08, 4.00, 0.23], [-2.34, 1.34, 2.62], [-3.59, 1.97, 2.71], [-4.47, 1.61, 3.72], [-4.13, 0.60, 4.62], [-2.90, -0.04, 4.51], [-2.00, 0.33, 3.52], [2.80, 2.20, 6.31], [5.04, 1.75, 7.22], [6.90, 1.17, 5.71], [6.53, 1.06, 3.27], [4.30, 1.49, 2.33], [-0.05, 4.27, 4.60], [-1.77, 4.15, 6.37], [-2.08, 2.07, 7.66], [-0.70, 0.08, 7.15], [0.97, 0.16, 5.34], [-2.03, 3.98, 3.02], [-1.67, 6.41, 2.81], [-0.30, 7.31, 0.96], [0.72, 5.76, -0.69], [0.32, 3.33, -0.52], [-3.88, 2.70, 1.97], [-5.44, 2.09, 3.78], [-4.83, 0.31, 5.39], [-2.65, -0.84, 5.20], [-1.05, -0.18, 3.43], [-2.53, 1.19, -4.46], [-0.80, 0.23, -4.50], [-0.94, -0.23, -6.41], [0.27, 1.87, -4.75], [-2.56, 1.94, -5.24], [-2.66, 1.68, -3.49], [-3.34, 0.48, -4.60], [-1.31, 0.63, -6.97], [-1.63, -1.06, -6.52], [0.04, -0.52, -6.78], [-0.11, 2.48, -5.57], [1.31, 1.60, -4.95], [0.23, 2.46, -3.83]], "lowdin_spin": [0.00, 0.00, 0.00, 0.00, 0.00, 0.00, 0.00, 0.00, 0.00, 0.00, 0.00, 0.00, 0.00, 0.00, 0.00, 0.00, 0.00, 0.00, 0.00, 0.00, 0.00, 0.00, 0.00, 0.00, 0.00, 0.00, 0.00, 0.00, 0.00, 0.00, 0.00, 0.00, 0.00, 0.00, 0.76, 0.05, 0.03, 0.01, 0.00, 0.01, 0.00, 0.01, 0.00, 0.00, 0.00, 0.00, 0.00, 0.00, 0.01, 0.00, 0.00, 0.00, 0.00, 0.00, 0.01, 0.04, 0.01, 0.00, 0.00, 0.02, 0.05, 0.00, 0.00, 0.00, 0.00, 0.00, 0.00, 0.00, 0.00, 0.00, 0.00, 0.00, 0.00, 0.00, 0.00, 0.00, 0.00, 0.00, 0.00, 0.00, 0.00, 0.00, 0.00, 0.00, 0.00, 0.00, 0.00, 0.00, 0.00, 0.00, 0.00, 0.00, 0.00, 0.00, 0.00, 0.00, 0.00, 0.00, 0.00, 0.00]}